Version one
Density functional theory data (ωB97M-V/def2-TZVPD) for a cluster of 2 separate species, C3H6ClOP in total.

The geometry in XYZ format:
```
12
Properties=species:S:1:pos:R:3
C 2.0454 -1.4757 -0.1713
C 0.9767 -0.8744 -0.6636
C -1.9102 1.1125 0.4400
O -0.6850 -2.3035 1.0457
P -0.6712 -1.2996 -0.0115
Cl -1.6523 -1.9691 -1.6461
H 3.0421 -1.2676 -0.5268
H 1.9422 -2.2175 0.6067
H 1.0064 -0.1202 -1.4338
H -1.3008 1.7658 -0.1523
H -2.8903 0.8900 0.0639
H -1.8032 1.1730 1.5060
```

Values from the calculation:
HOMO-LUMO gap (alpha / beta)   8.26 / 8.26 eV
HOMO energy (alpha / beta)   -0.3287 / -0.3286 Eh



Version two
Density functional theory data (ωB97M-V/def2-TZVPD) for a cluster of 2 separate species, C3H6ClOP in total.

The geometry in XYZ format:
```
12
Properties=species:S:1:pos:R:3
C 0.8012 -0.9160 0.6018
C 0.9960 1.5589 -0.4481
C 0.3196 0.2340 -0.1631
O -3.6262 -1.5879 0.6884
P -3.7093 -1.6330 -0.7897
Cl -1.3753 0.0887 -0.5967
H 0.1852 -1.8024 0.3077
H 0.9324 -0.7586 1.6316
H 1.9024 -1.0960 0.3200
H 2.0998 1.3553 -0.7658
H 1.0143 2.2757 0.4312
H 0.4597 2.2815 -1.2172
```

Values from the calculation:
HOMO-LUMO gap (alpha / beta)   7.19 / 6.58 eV
HOMO energy (alpha / beta)   -0.2823 / -0.2704 Eh



Going by the energies, version one is most stable and the next is 165.5 kJ/mol up.



Version one
Density functional theory data (ωB97M-V/def2-TZVPD) for the molecule C6H14OSi.

The geometry in XYZ format:
```
22
Properties=species:S:1:pos:R:3
C -1.1695 -0.0614 1.7398
C -1.3701 -1.6129 1.5410
C -0.5972 0.6759 0.4810
C -0.0982 -2.2551 1.2650
C 0.6566 1.5672 -2.4200
C 0.9888 0.1765 -1.9357
O 2.0571 1.0498 0.7406
Si 1.0414 0.0766 -0.0506
H -2.1570 0.4143 2.0986
H -0.4551 0.2182 2.6287
H -1.8091 -2.0462 2.3897
H -2.1852 -1.7823 0.7166
H -1.2945 0.4806 -0.2774
H -0.7733 1.7266 0.7125
H 0.7198 -2.3291 1.8298
H -0.1033 -3.0232 0.3494
H 1.0750 1.8697 -3.4434
H -0.4265 1.8003 -2.3597
H 0.9859 2.3641 -1.7780
H 1.9855 -0.1416 -2.4248
H 0.0430 -0.4666 -2.3308
H 2.8859 1.2985 0.5278
```

Values from the calculation:
HOMO-LUMO gap (alpha / beta)   7.52 / 7.30 eV
HOMO energy (alpha / beta)   -0.2689 / -0.2563 Eh



Version two
Density functional theory data (ωB97M-V/def2-TZVPD) for the molecule C6H14OSi.

The geometry in XYZ format:
```
22
Properties=species:S:1:pos:R:3
C 2.0861 2.0010 -1.2031
C 0.8989 1.5392 -0.8717
C -0.3695 2.2888 -0.7084
O 0.7846 0.0686 -0.6239
Si -0.1634 -0.9025 0.2717
C -0.1751 -0.4126 2.1170
C 0.7062 -2.5789 0.0325
C -1.9687 -1.0023 -0.3483
H 2.9378 1.3521 -1.2817
H 2.2306 3.0466 -1.4071
H -1.1249 1.8939 -1.3835
H -0.7363 2.1777 0.3091
H -0.2128 3.3411 -0.9222
H -0.6786 -1.1615 2.7177
H 0.8368 -0.3185 2.4965
H -0.6780 0.5330 2.2934
H 1.5916 -2.4700 -0.5847
H 1.0156 -3.0035 0.9817
H 0.0546 -3.3004 -0.4487
H -2.4019 -0.0247 -0.5345
H -2.0292 -1.5633 -1.2760
H -2.6043 -1.5034 0.3742
```

Values from the calculation:
HOMO-LUMO gap   10.09 eV
SMILES   C=C(C)O[Si](C)(C)C
HOMO energy   -0.3385 Eh



Version three
Density functional theory data (ωB97M-V/def2-TZVPD) for a structure of composition C6H14OSi.

The geometry in XYZ format:
```
22
Properties=species:S:1:pos:R:3
C -0.1478 -0.3920 -0.2077
C 1.1325 0.4391 -0.2733
C -0.2104 -1.8034 0.3868
C 1.0129 1.9637 -0.4362
C -2.8533 -0.2080 0.1717
C -1.6986 0.6981 -0.0229
O 0.5776 -0.2166 -1.3591
Si 2.7897 -0.3696 0.1850
H 0.1768 -1.9337 1.4520
H 0.4344 -2.5432 -0.1274
H -1.2161 -2.1311 0.3119
H 0.3166 2.0473 -1.3159
H 1.9711 2.3829 -0.9455
H 0.8342 2.4886 0.4057
H -2.8486 -0.9650 -0.5248
H -3.9634 0.2287 0.0829
H -2.9271 -0.5434 1.1948
H -1.4104 1.1366 0.8401
H -1.6911 1.3503 -0.9130
H 3.9152 0.1391 -0.5379
H 2.4803 -1.7500 0.1900
H 3.3256 -0.0185 1.4430
```

Values from the calculation:
HOMO-LUMO gap   10.23 eV
HOMO energy   -0.3436 Eh



Going by the energies, version two is most stable and the next is 379.3 kJ/mol up.



Version one
Density functional theory data (ωB97M-V/def2-TZVPD) for the molecule CH3BrClN.

The geometry in XYZ format:
```
7
Properties=species:S:1:pos:R:3
N -0.8394 0.4154 -0.2008
C 0.5312 0.1467 -0.0964
Cl 1.2804 -0.4277 -1.4939
Br 0.8165 -1.3441 1.4498
H -1.3739 -0.3429 -0.6119
H -1.3942 0.4465 0.6388
H 0.9793 1.1061 0.3145
```

Values from the calculation:
HOMO-LUMO gap   10.27 eV
SMILES   N[C@H](Cl)Br
HOMO energy   -0.3652 Eh



Version two
Density functional theory data (ωB97M-V/def2-TZVPD) for a cluster of 2 separate species, CH3BrClN in total.

The geometry in XYZ format:
```
7
Properties=species:S:1:pos:R:3
C 0.4716 0.1060 -0.4220
N -0.2879 -0.8704 0.2671
Cl 0.5064 1.6917 0.3854
Br -2.0877 -0.6856 -0.0233
H -0.0661 0.2564 -1.5198
H 1.4941 -0.2303 -0.4144
H -0.0303 -0.2678 1.7271
```

Values from the calculation:
HOMO-LUMO gap   8.97 eV
HOMO energy   -0.3496 Eh



Version three
Density functional theory data (ωB97M-V/def2-TZVPD) for the molecule CH3BrClN.

The geometry in XYZ format:
```
7
Properties=species:S:1:pos:R:3
N 0.0752 -0.2735 0.4496
C -0.9746 0.1376 -0.3995
Cl -1.3534 2.3115 -0.1433
Br -2.6250 -0.6843 0.0508
H -0.0985 -0.5579 1.4259
H 0.9313 -0.0163 0.0014
H -0.8488 0.3333 -1.4996
```

Values from the calculation:
HOMO-LUMO gap   10.00 eV
SMILES   N[C@H](Cl)Br
HOMO energy   -0.3628 Eh



Going by the energies, version one is most stable and the next is 40.1 kJ/mol up.



Version one
Density functional theory data (ωB97M-V/def2-TZVPD) for a cluster of 2 separate species, C3H8N3S in total.

The geometry in XYZ format:
```
15
Properties=species:S:1:pos:R:3
C 1.4442 -0.5084 -0.9773
C 1.6338 1.5941 0.2487
C -1.9158 0.8631 -0.3218
N 2.0508 0.3138 -0.4017
N -0.4681 0.8520 -0.2675
N 0.2388 1.6895 0.3191
S -0.4522 -2.9357 1.2375
H 1.3678 -1.5399 -1.1150
H 1.9261 1.5379 1.2642
H 2.1465 2.5683 -0.1151
H -2.2313 1.5236 0.4649
H -2.2268 1.2517 -1.2871
H -2.1604 -0.2204 -0.1786
H -0.3766 -2.8239 -0.1022
H -0.9767 -4.1658 1.2317
```

Values from the calculation:
HOMO-LUMO gap   7.95 eV
Total charge   +1
HOMO energy   -0.4852 Eh



Version two
Density functional theory data (ωB97M-V/def2-TZVPD) for the ion C3H8N3S with charge +1.

The geometry in XYZ format:
```
15
Properties=species:S:1:pos:R:3
C -0.4538 1.1552 2.5315
S -1.2080 0.3225 1.0543
C 0.2648 -0.3814 0.1958
N 1.1301 0.7551 -0.4766
N 1.1596 0.6445 -1.6670
C 0.2419 -0.3172 -2.2440
N -0.2406 -1.0966 -1.0074
H 0.4629 1.4658 2.1690
H -0.0852 0.4014 3.2661
H -1.2034 1.7476 2.8717
H 0.9104 -0.7598 0.9354
H -0.6199 0.1837 -2.5614
H 0.8375 -0.9141 -3.0400
H -1.3296 -1.1351 -0.8470
H 0.1332 -2.0717 -1.1804
```

Values from the calculation:
HOMO-LUMO gap   9.36 eV
Total charge   +1
SMILES   CS[C@@H]1N=NC[NH2+]1
HOMO energy   -0.4893 Eh



Going by the energies, version two is most stable and the next is 102.9 kJ/mol up.